Entry from OMol25: an isolated ion of composition C5H9N4O2 and charge -1 (ωB97M-V with the def2-TZVPD basis set).

Values from the calculation:
Molecular weight ... 157.15 g/mol
Frontier orbital gap ... 6.07 eV
SMILES ... [O-]/N=C/CC[C@@H]1C[N+]([O-])=NN1
ΔE to the lowest compared entry with this formula, charge and spin ... 165.5 kJ/mol
Largest force on an atom ... 2.91 eV Å⁻¹
HOMO ... -2.621 eV
Net charge ... -1

Atoms and positions in Å:
O: -3.384 -1.962 0.536
O: 0.917 1.351 3.124
N: -2.445 -1.086 0.314
N: 1.741 1.320 -0.160
N: 1.103 1.141 1.889
N: 1.506 1.967 0.996
C: 0.374 -0.502 -1.221
C: 0.938 -0.238 1.312
C: -2.148 -0.654 -0.860
C: 1.369 -0.141 -0.105
C: -0.995 0.292 -1.011
H: -0.049 -1.475 -1.072
H: 0.959 -0.496 -2.091
H: 1.406 -0.826 2.109
H: -0.886 0.763 -0.084
H: -1.359 1.009 -1.702
H: -2.574 -1.215 -1.818
H: -0.186 -0.372 1.282
H: 2.332 -0.525 -0.406
H: 1.381 1.650 -1.033